# 1
Below is a 16-piece molecular cluster, C51H139N7O16 overall in a non-equilibrium geometry, with properties calculated with wB97M-V/def2-TZVPD.

Results
Electronic energy (Ha): -3613.55093
Lowest unoccupied orbital energy (eV): 0.42
Orbital gap (eV): 9.40

Element x y z (Å)
C 0.027640 -1.340666 -4.224646
C 1.506512 -1.111513 -4.324501
C 2.058864 -0.593273 -3.048263
O 2.142714 -2.333970 -4.683963
H -0.175936 -2.184341 -3.539745
H -0.281223 -1.722244 -5.217921
H -0.478482 -0.421289 -3.865953
H 1.588765 -0.362397 -5.131341
H 1.691078 0.426807 -2.874169
H 3.137109 -0.591126 -3.046461
H 1.649329 -1.218869 -2.257243
H 2.037287 -3.005706 -3.972008
C 1.319325 -2.843660 4.439567
C 0.716552 -1.976866 5.471918
C 1.813359 -1.423963 6.370440
O 0.230276 -0.905696 4.657503
H 2.081239 -2.309879 3.881153
H 0.452284 -3.187409 3.902571
H 1.748051 -3.721826 4.940364
H -0.074515 -2.361546 6.075761
H 1.452945 -0.491292 6.841361
H 2.694970 -1.229731 5.769979
H 1.990898 -2.183345 7.147438
H -0.063214 -0.139405 5.199670
C -4.540531 1.917832 0.532658
C -5.992843 2.028649 0.714379
C -6.430464 2.892874 1.982107
O -6.452788 2.592372 -0.484270
H -4.028769 2.898519 0.435944
H -4.388999 1.394904 -0.420829
H -4.028713 1.321948 1.331927
H -6.463279 1.031446 0.851331
H -5.976950 3.896449 1.872570
H -6.011165 2.359824 2.860526
H -7.512400 2.861910 2.085543
H -7.391483 2.473855 -0.591327
C 3.010895 5.036567 2.129316
C 1.852512 4.466054 1.273756
C 1.751776 5.105842 -0.095876
O 2.033186 3.115945 1.181605
H 2.884169 6.088742 2.422539
H 3.955400 4.961205 1.551019
H 3.110972 4.353274 2.974363
H 0.913848 4.596801 1.794913
H 0.805917 4.788067 -0.541336
H 2.496804 4.748046 -0.821680
H 1.783001 6.187551 -0.006468
H 2.850463 3.014434 0.616124
C 1.147227 -7.062027 -2.440532
C 1.146894 -5.594531 -2.768535
C 0.909774 -4.741031 -1.534583
O 2.415015 -5.255099 -3.282553
H 1.882983 -7.242119 -1.648610
H 1.553605 -7.569910 -3.332435
H 0.123580 -7.393932 -2.188085
H 0.355639 -5.395441 -3.488177
H 0.282111 -5.305646 -0.873198
H 0.585192 -3.736260 -1.808844
H 1.865985 -4.636777 -1.026043
H 2.672486 -5.831946 -3.993859
C -2.612865 5.425291 -0.934873
C -2.202518 5.842204 -2.391562
C -0.911074 6.512129 -2.468538
O -2.070932 4.708769 -3.196375
H -2.078590 4.510547 -0.699602
H -3.666981 5.141260 -0.923789
H -2.427252 6.205047 -0.219485
H -3.045762 6.439907 -2.739706
H -0.952149 7.419432 -1.868787
H -0.664044 6.774752 -3.512846
H -0.135492 5.833110 -2.144632
H -2.922948 4.202193 -3.177001
C 3.169464 -6.650894 3.117126
C 2.687506 -5.771008 2.066332
C 3.299323 -4.412386 1.911897
O 2.798792 -6.355623 0.763677
H 2.931580 -6.196351 4.106792
H 4.237693 -6.769949 3.055144
H 2.783551 -7.651254 3.034144
H 1.576591 -5.599982 2.158730
H 2.658228 -3.720736 1.307388
H 4.301787 -4.494818 1.416255
H 3.447410 -3.880159 2.859792
H 3.724663 -6.352665 0.532615
C -0.434623 2.013749 -6.557079
C -0.759868 2.841970 -5.311532
C 0.356035 2.751472 -4.253380
O -0.950930 4.127022 -5.748334
H 0.541844 2.395179 -6.882231
H -1.172833 2.207857 -7.339201
H -0.335317 0.954799 -6.329690
H -1.653597 2.528927 -4.784448
H -0.076347 3.261854 -3.361230
H 1.363891 3.148893 -4.493278
H 0.519361 1.679407 -4.045316
H -1.306334 4.643518 -4.982210
C -2.886240 -2.231996 2.640631
C -3.106457 -1.769677 4.076013
C -3.469516 -0.323808 4.195351
O -4.089437 -2.539928 4.736827
H -2.661485 -3.290359 2.458131
H -2.125987 -1.664006 2.064768
H -3.880022 -2.166082 2.185270
H -2.208572 -1.964090 4.728304
H -3.685908 -0.091162 5.239213
H -4.417780 -0.096551 3.694865
H -2.719521 0.330549 3.797829
H -4.871064 -2.570205 4.184038
C 5.364122 -0.153706 4.672474
C 4.300149 0.244129 3.691881
C 4.785620 1.533332 2.987268
O 4.188356 -0.879727 2.870250
H 6.260528 -0.333959 4.102086
H 5.183739 -1.167811 5.063460
H 5.518657 0.534840 5.465853
H 3.332434 0.384575 4.218480
H 4.038978 1.893573 2.301114
H 5.641698 1.243400 2.383836
H 5.030716 2.276673 3.743191
H 3.403551 -0.776761 2.332284
C 4.318832 1.324701 -0.708743
O 4.222931 2.459770 -0.336902
N 3.641220 0.261292 -0.308127
N 5.153927 0.945172 -1.605703
H 3.830906 -0.661503 -0.668806
H 3.143155 0.366535 0.561175
H 5.682503 1.708461 -1.971947
H 5.301515 -0.020622 -1.826299
C -3.304307 -2.224893 -1.026051
C -2.890448 -2.685997 -2.434504
C -3.423710 -4.065708 -2.850623
O -2.702039 -4.958287 -2.087928
C -3.097674 -6.331689 -2.198233
N -3.382600 -1.653543 -3.324478
H -3.049967 -1.159916 -0.923350
H -2.798084 -2.819317 -0.209566
H -4.349682 -2.313216 -0.809799
H -1.815164 -2.819110 -2.516045
H -3.210628 -4.170049 -3.917222
H -4.510137 -3.996864 -2.795108
H -3.355427 -6.674967 -3.197999
H -3.986009 -6.460997 -1.603040
H -2.318271 -6.914585 -1.713168
H -2.629220 -1.259003 -3.866159
H -3.824015 -0.901727 -2.814023
C -4.651931 1.667213 -4.291992
C -5.439043 3.017924 -4.446915
C -6.900993 2.736096 -4.297512
O -7.278524 1.783615 -5.293844
C -8.130664 2.336848 -6.262969
N -4.996571 3.839703 -3.329570
H -4.906415 0.970380 -5.098603
H -4.859459 1.211249 -3.302337
H -3.596217 1.922045 -4.286354
H -5.182520 3.520327 -5.368290
H -7.568268 3.596956 -4.261260
H -6.983358 2.330761 -3.294978
H -7.539808 3.061645 -6.852540
H -8.986172 2.839947 -5.853673
H -8.432948 1.538392 -6.934051
H -5.234462 4.797613 -3.483072
H -5.470989 3.474415 -2.509068
C 0.529672 -1.666959 0.854065
C 0.734989 -0.099507 0.947657
C -0.597638 0.643078 1.020031
O -1.475504 0.395534 -0.068042
C -1.001377 1.139016 -1.153399
N 1.526675 0.165105 2.122242
H -0.374759 -1.980254 0.331300
H 0.600863 -2.056214 1.853422
H 1.397951 -2.083999 0.326584
H 1.259876 0.142632 0.027819
H -0.391016 1.729769 1.159013
H -1.024893 0.308137 1.950817
H -1.301679 2.158479 -0.833958
H -1.546987 0.837894 -2.067804
H 0.069189 1.103850 -1.334443
H 1.606344 1.175520 2.206734
H 1.106560 -0.169008 2.995932
C 7.917737 -1.323469 -0.525154
C 6.705365 -1.471116 0.340191
C 5.664146 -2.479969 -0.141013
O 5.238446 -2.118386 -1.432216
C 4.407001 -3.091948 -1.965651
N 7.123658 -1.913821 1.732370
H 8.501089 -0.413882 -0.367398
H 7.549740 -1.286243 -1.549194
H 8.522201 -2.241589 -0.424576
H 6.165779 -0.513536 0.444672
H 4.846833 -2.445172 0.559809
H 6.168087 -3.444992 -0.151648
H 4.089188 -2.798327 -2.953927
H 3.541079 -3.104616 -1.272593
H 4.842231 -4.092115 -2.065913
H 7.838673 -1.226128 1.981118
H 6.403598 -1.675495 2.397686
C 1.380194 2.698468 5.584850
C -0.175563 2.802270 5.608827
C -0.645369 3.027304 4.172018
O -2.000934 3.282549 4.147818
C -2.567151 3.242240 2.836307
N -0.719054 1.562532 6.172903
H 1.665641 2.491342 6.618367
H 1.815647 3.680562 5.233105
H 1.800749 1.868191 5.037101
H -0.424655 3.687776 6.207328
H -0.332252 2.108840 3.632788
H 0.075702 3.808296 3.822230
H -2.363377 2.256320 2.407802
H -2.062822 4.024706 2.235660
H -3.665190 3.448412 2.919861
H -0.573768 1.457305 7.148436
H -1.720884 1.561666 6.016657

Forces on atoms 1 to 2 (eV/Å):
C -0.59 -0.74 -0.14
C -0.36 -0.23 -0.40

***

# 2
Below is C57H51AsN5O6STl as an isolated structure in a non-equilibrium geometry, with properties calculated with wB97M-V/def2-TZVPD.

Results
Net charge: -2
Electronic energy (Ha): -5734.25640
Lowest unoccupied orbital energy (eV): 3.51
Orbital gap (eV): 4.65
Energy above the lowest of the compared OMol25 structures with the same formula, charge and spin (eV): 0.000

Element x y z (Å)
Tl -0.206587 0.116121 0.355824
S -2.880979 -0.338717 -1.800804
C -3.029974 0.444392 -3.360302
C -4.318666 0.600429 -3.923555
C -4.522209 1.182439 -5.156764
C -3.440767 1.644925 -5.906776
C -2.170818 1.513769 -5.373842
C -1.950258 0.936733 -4.121399
As -0.123162 0.827142 -3.400048
C 0.358055 2.718710 -3.688249
C 1.700076 3.067354 -3.846944
C 2.087054 4.395502 -3.971342
C 1.134300 5.405343 -3.919397
C -0.198759 5.073002 -3.712254
C -0.581361 3.742957 -3.591305
C 0.628040 0.071034 -5.069882
C 1.242108 0.779410 -6.097423
C 1.700321 0.130052 -7.239147
C 1.556925 -1.243184 -7.366317
C 0.944489 -1.959703 -6.344965
C 0.482027 -1.310556 -5.209862
H -5.160465 0.236771 -3.347079
H -5.531073 1.271224 -5.547715
H -3.585471 2.094274 -6.882351
H -1.321381 1.872311 -5.946340
H 2.451914 2.283467 -3.857599
H 3.134608 4.644883 -4.101938
H 1.430975 6.442270 -4.026624
H -0.947756 5.853393 -3.642800
H -1.621076 3.495928 -3.412216
H 1.367160 1.852823 -6.023080
H 2.170959 0.703255 -8.030546
H 1.927385 -1.752216 -8.248768
H 0.834931 -3.034852 -6.425267
H 0.011912 -1.880506 -4.414276
O -2.306028 3.036404 0.801010
C -1.905257 3.854722 1.858074
C -1.114843 3.173240 2.956626
C -1.164162 3.682488 4.251880
C -0.365415 3.114472 5.229314
C 0.444207 2.044126 4.886678
C 0.410870 1.590802 3.578206
N -0.337745 2.147897 2.625856
H -1.529741 2.666681 0.356398
H -2.819738 4.263468 2.293720
H -1.308550 4.710957 1.503280
H -1.827917 4.507889 4.482107
H -0.389439 3.486867 6.246849
H 1.066990 1.543940 5.615639
H 0.997486 0.731465 3.272673
O 7.180033 -1.469151 2.083161
C 6.710152 -0.153093 1.814660
C 5.216936 -0.139705 1.654973
C 4.525479 1.066678 1.790278
C 3.156718 1.035360 1.651040
N 2.454058 -0.065156 1.394100
C 3.116175 -1.205735 1.194340
C 4.508633 -1.279295 1.371963
C 2.288442 -2.456637 1.138361
C 2.826827 -3.689658 1.495479
C 2.033652 -4.823877 1.431071
C 2.547412 -6.167557 1.864884
O 2.139424 -6.492008 3.197253
C 0.717547 -4.687835 1.013877
C 0.246706 -3.419383 0.717395
N 1.009066 -2.337037 0.785047
H 8.127253 -1.484678 1.927836
H 7.161022 0.230372 0.891457
H 6.989198 0.525558 2.629161
H 5.036337 1.994070 2.022995
H 2.571570 1.940414 1.787883
H 5.033339 -2.210806 1.231819
H 3.845504 -3.768340 1.849474
H 3.637256 -6.183235 1.867307
H 2.191084 -6.937503 1.172197
H 1.276247 -6.088501 3.341982
H 0.062720 -5.547607 0.932219
H -0.781749 -3.254736 0.418848
O -0.385725 -2.439580 -2.201288
H -1.158582 -1.856819 -2.038263
H 0.383879 -1.900461 -1.952463
N 0.541025 2.891896 -0.588202
C 1.513076 3.432545 -0.300797
C 2.769960 4.059154 0.030511
C 3.893558 3.802062 -0.744948
C 5.093137 4.419717 -0.428121
C 5.169610 5.282349 0.657452
C 4.043871 5.530552 1.432270
C 2.839661 4.917964 1.121642
H 3.817695 3.113769 -1.576250
H 5.970605 4.221985 -1.029624
H 6.112394 5.751837 0.909296
H 4.102232 6.203088 2.278190
H 1.955108 5.089177 1.721755
O 4.211068 -1.205134 -1.811993
N 3.129360 -1.198776 -1.210087
O 2.135073 -0.700477 -1.768649
C -6.636549 -2.319340 3.527785
C -6.600930 -1.360368 2.522935
C -5.385509 -0.890198 2.048079
C -4.171440 -1.353975 2.565032
C -4.223689 -2.323048 3.572339
C -5.438091 -2.796690 4.046555
C -2.902512 -0.800066 2.022529
C -1.679781 -0.878855 2.552367
C -1.261257 -1.330835 3.838912
C -0.374051 -2.416408 4.050583
C 0.114803 -2.725364 5.307319
C -0.241450 -1.979885 6.430242
C -1.121696 -0.914711 6.250523
C -1.616565 -0.595432 4.999861
H -7.584048 -2.696612 3.894923
H -7.526703 -0.981449 2.104400
H -5.354526 -0.153164 1.253045
H -3.297223 -2.706532 3.978893
H -5.450061 -3.549099 4.827551
H -3.051028 -0.268750 1.080256
H -0.074913 -3.014899 3.199543
H 0.796940 -3.563265 5.415558
H 0.159661 -2.215782 7.408162
H -1.427120 -0.320514 7.107124
H -2.309645 0.231060 4.883086

Forces on atoms 1 to 2 (eV/Å):
Tl -0.34 -0.33 0.11
S -0.03 0.13 -0.10